The following is a quantum chemistry calculation of a cluster of 8 separate species, C48H54N in total at a distorted geometry, from the Open Molecules 2025 dataset.

Summary:
- LUMO (eV) = -4.48
- HOMO energy (eV) = -10.83
- charge = +1
- DFT total energy (Eh) = -1915.75558
- 2S+1 = 1

Atoms and positions in Å:
C 2.6745 -1.5187 -1.3547
C 1.4853 -1.3791 -2.1488
C 0.1787 -1.0826 -1.3911
C -0.5812 0.2921 -1.5261
C -1.8714 -0.0650 -0.6547
C -1.8085 -1.6299 -0.2997
N -0.8952 -2.1137 -1.3967
H 2.9981 -2.5283 -1.0550
H 3.2028 -0.5957 -1.0551
H 1.5338 -1.5084 -3.2462
H 0.4753 -1.0813 -0.3179
H 0.1285 0.9899 -1.0551
H -0.7178 0.3907 -2.6164
H -2.7791 0.2164 -1.2153
H -1.7717 0.4368 0.3211
H -2.8587 -1.9362 -0.4304
H -1.3434 -1.7317 0.6898
H -0.6004 -3.0920 -1.3789
H -1.4995 -1.9922 -2.2166
C 5.4900 2.9059 0.1870
C 4.3028 2.3479 -0.2707
C 3.8610 2.6135 -1.5611
C 4.6123 3.4296 -2.3974
C 5.8009 3.9846 -1.9418
C 6.2379 3.7265 -0.6482
H 5.8324 2.7016 1.1937
H 3.7205 1.7055 0.3809
H 2.9307 2.1834 -1.9173
H 4.2700 3.6322 -3.4048
H 6.3868 4.6192 -2.5948
H 7.1619 4.1635 -0.2914
C -5.1858 -2.1297 2.1461
C -5.2972 -0.8819 1.5437
C -6.5467 -0.3888 1.1881
C -7.6866 -1.1406 1.4438
C -7.5758 -2.3867 2.0493
C -6.3258 -2.8834 2.3969
H -4.2106 -2.5152 2.4214
H -4.4078 -0.2911 1.3507
H -6.6325 0.5810 0.7132
H -8.6610 -0.7553 1.1717
H -8.4648 -2.9712 2.2500
H -6.2401 -3.8563 2.8643
C 3.2160 -2.3964 3.4569
C 3.3621 -3.5678 4.1898
C 2.5299 -4.6532 3.9423
C 1.5564 -4.5712 2.9547
C 1.4125 -3.4012 2.2198
C 2.2391 -2.3123 2.4733
H 3.8626 -1.5501 3.6523
H 4.1250 -3.6348 4.9552
H 2.6407 -5.5632 4.5177
H 0.9115 -5.4192 2.7589
H 0.6524 -3.3377 1.4467
H 2.1218 -1.3975 1.9022
C 4.5550 -7.7094 3.3566
C 3.8070 -7.4423 2.2165
C 3.1557 -8.4756 1.5541
C 3.2447 -9.7756 2.0376
C 3.9897 -10.0419 3.1796
C 4.6483 -9.0100 3.8370
H 5.0657 -6.9040 3.8709
H 3.7324 -6.4279 1.8436
H 2.5779 -8.2684 0.6613
H 2.7335 -10.5805 1.5242
H 4.0579 -11.0546 3.5570
H 5.2334 -9.2190 4.7239
C -3.2651 5.3018 -1.4333
C -2.9990 4.7318 -0.1942
C -1.7725 4.1233 0.0418
C -0.8088 4.0926 -0.9594
C -1.0734 4.6649 -2.1978
C -2.3030 5.2664 -2.4361
H -4.2221 5.7737 -1.6181
H -3.7482 4.7619 0.5881
H -1.5674 3.6739 1.0065
H 0.1502 3.6222 -0.7734
H -0.3214 4.6418 -2.9774
H -2.5115 5.7085 -3.4023
C 4.0876 1.0781 -8.1095
C 3.6892 0.7802 -6.8124
C 3.3380 1.8035 -5.9407
C 3.3763 3.1251 -6.3693
C 3.7712 3.4225 -7.6675
C 4.1307 2.3998 -8.5363
H 4.3646 0.2809 -8.7878
H 3.6536 -0.2507 -6.4807
H 3.0337 1.5715 -4.9263
H 3.0981 3.9234 -5.6914
H 3.7996 4.4521 -8.0020
H 4.4436 2.6323 -9.5463
C -6.2509 6.9055 3.3750
C -6.4182 6.5146 4.6976
C -6.4298 5.1651 5.0282
C -6.2648 4.2058 4.0368
C -6.0939 4.5966 2.7144
C -6.0910 5.9464 2.3824
H -6.2453 7.9573 3.1175
H -6.5405 7.2623 5.4713
H -6.5668 4.8609 6.0584
H -6.2696 3.1538 4.2952
H -5.9637 3.8479 1.9412
H -5.9633 6.2512 1.3505

Forces on atoms 1 to 2 (eV/Å):
-1.3 0.1 -1.0
0.0 -0.5 0.8